Entry 1:
The following is a quantum chemistry calculation of C2H5NOS in the gas phase in a non-equilibrium geometry, from the Open Molecules 2025 dataset.

Summary:
SMILES: CN(S)C=O
Electronic energy, Eh: -607.3549
Energy relative to the best compared isomer or geometry (same formula, charge and spin), kcal/mol: 32.6
Frontier orbital gap, eV: 10.606

The geometry in XYZ format:
```
10
Properties=species:S:1:pos:R:3:forces:R:3:mulliken_charge:R:1
C 0.2237 -0.7141 1.4173 4.0 0.7 -1.6 -0.828
C 0.7792 -0.4505 -0.9128 -1.4 1.1 0.1 0.136
H 0.7303 -0.0941 2.2056 -1.2 -0.5 -0.5 0.261
H 1.0116 -1.4853 1.1095 -1.2 0.8 0.7 0.282
H -0.6721 -1.1896 1.5434 -2.2 -1.1 1.6 0.372
H -0.4863 2.1848 0.2324 0.0 0.7 0.1 0.141
H 0.5093 0.0979 -1.7779 -0.2 0.8 -1.4 0.385
N 0.0358 0.0318 0.1541 1.1 -1.2 0.7 -0.091
O 1.5667 -1.3460 -0.9305 0.7 -0.7 0.5 -0.524
S -1.2434 1.1262 0.0016 0.3 -0.4 -0.3 -0.132
```
Positions in Å, forces in eV/Å.

***

Entry 2:
The following is a quantum chemistry calculation of 22 unconnected molecules or ions with the total composition C54H161N9O31 in a non-equilibrium geometry, from the Open Molecules 2025 dataset.

Summary:
Electronic energy, Eh: -4978.8106
Energy relative to the best compared isomer or geometry (same formula, charge and spin), kcal/mol: 29.1
Frontier orbital gap, eV: 8.445

The geometry in XYZ format:
```
255
Properties=species:S:1:pos:R:3:forces:R:3:mulliken_charge:R:1
C 4.8519 -7.5799 -0.5572 -0.4 0.8 -0.1 -0.881
O 4.6415 -6.1730 -0.8003 0.7 -0.6 0.2 -0.263
C 3.3910 -5.7473 -1.2677 -0.8 -0.3 0.2 -0.147
C 2.2477 -6.2397 -0.3458 -0.7 1.7 -1.2 -0.326
N 2.1388 -5.5596 0.9541 -1.0 0.1 -0.1 -0.320
C 0.8425 -4.8820 1.1727 -0.6 -0.6 0.9 -0.104
C 0.8959 -4.0253 2.4319 0.0 0.0 -0.5 -0.950
O 1.5276 -2.7789 2.1602 0.1 -0.7 0.1 -0.251
C 1.5910 -2.0164 3.3400 0.0 1.3 -0.4 -1.127
H 4.4035 -7.9055 0.4108 0.6 0.3 -0.5 0.276
H 5.9442 -7.6663 -0.6122 -0.4 -0.4 0.4 0.245
H 4.3988 -8.2015 -1.3385 0.1 0.1 -0.1 0.381
H 3.1766 -6.0664 -2.3089 0.2 -0.4 0.4 0.335
H 3.4566 -4.6593 -1.3470 -0.2 0.0 0.4 0.066
H 2.4048 -7.2827 -0.1862 -0.2 -0.9 0.0 0.397
H 1.3064 -6.0875 -0.9558 0.8 -0.3 0.7 -0.099
H 2.8207 -4.8270 1.0047 0.6 0.3 0.0 0.228
H -0.0239 -5.5640 1.3212 0.9 -0.3 0.1 0.111
H 0.4944 -4.3238 0.3250 0.1 0.9 -0.7 0.430
H 1.4660 -4.5990 3.1601 0.3 0.0 0.3 0.205
H -0.0779 -3.8178 2.9015 -0.1 -0.2 -0.4 0.581
H 2.1979 -2.4597 4.1377 -0.3 -0.1 -0.1 0.633
H 0.5788 -1.7383 3.6711 0.1 -0.4 0.3 0.276
H 2.0340 -1.0613 3.0477 0.3 0.0 0.2 0.220
C -1.4992 7.5763 3.0233 0.8 -0.1 -0.7 -0.826
O -1.4734 6.2161 3.4523 -0.3 0.8 -0.2 0.052
C -1.6415 6.1269 4.8421 -0.3 -1.9 0.8 -1.004
C -1.4648 4.6298 5.2936 1.1 2.0 0.8 -0.175
N -2.5820 3.8785 4.8737 -0.7 -1.4 -0.7 -0.039
C -2.7815 2.5796 5.5272 -0.4 0.1 0.5 -0.551
C -3.3347 1.5479 4.5311 0.1 0.4 0.3 0.544
O -4.1962 0.6068 5.1167 -0.2 -0.9 0.1 -0.593
C -4.5236 -0.4169 4.1730 -0.4 0.9 -1.6 0.079
H -0.6773 8.1557 3.5168 -0.7 -0.3 -0.2 0.346
H -2.4653 8.1095 3.1350 0.3 -0.5 0.3 0.269
H -1.2643 7.5344 1.9468 -0.1 0.1 0.3 0.168
H -2.6624 6.4008 5.1579 0.3 0.3 -0.2 0.346
H -0.8965 6.7263 5.3421 0.3 0.5 0.3 0.475
H -1.3813 4.6479 6.4299 -0.3 -0.1 -1.3 0.535
H -0.4765 4.2821 4.9228 -0.3 -0.1 0.1 -0.049
H -2.5940 3.7153 3.8712 0.2 0.4 0.0 -0.107
H -3.4549 2.7889 6.3640 -0.3 -0.6 -0.1 0.286
H -1.8691 2.1741 5.9839 0.1 0.1 -0.2 0.272
H -2.4780 1.0476 4.0665 0.0 -0.1 -0.2 -0.098
H -3.9168 2.0438 3.7532 0.1 0.4 -0.3 -0.083
H -3.7161 -1.1513 4.0175 -0.1 0.2 0.3 0.308
H -4.6905 0.0680 3.1400 0.1 -0.6 1.3 -0.416
H -5.4710 -0.9301 4.3994 0.5 0.2 0.4 0.329
C 2.2467 -4.3168 6.1795 -0.1 0.0 -0.3 -0.914
O 2.7040 -3.0301 6.5103 -0.4 -0.8 0.2 -0.347
C 1.7584 -2.4154 7.3374 -0.6 -0.3 1.1 -0.425
C 2.2279 -0.9823 7.4686 -2.3 0.5 1.5 -0.795
N 2.1218 -0.2882 6.2257 0.8 -0.8 -2.0 0.058
C 2.4363 1.1011 6.3977 -0.4 1.0 1.1 -1.039
C 2.5255 1.8545 5.0737 -0.3 1.0 0.0 0.195
O 3.4945 1.1987 4.2817 0.5 1.1 -0.6 -0.460
C 3.9021 2.0214 3.1643 -2.0 0.1 0.3 -0.514
H 1.2715 -4.2518 5.7021 -0.1 0.0 -0.4 0.350
H 2.1207 -5.0357 6.9805 0.1 0.2 0.9 0.405
H 2.9865 -4.7318 5.5429 0.5 -0.5 -0.9 0.286
H 1.6704 -2.9813 8.3227 0.5 0.8 -0.7 0.399
H 0.7161 -2.5199 6.9228 0.8 0.5 -0.1 0.265
H 3.2474 -0.9257 7.8344 0.3 -0.2 0.6 0.407
H 1.5066 -0.4366 8.1868 1.2 -0.8 -0.7 0.369
H 2.7908 -0.7404 5.5487 -0.9 0.8 0.8 0.125
H 3.3742 1.2381 7.0349 -0.7 0.1 -0.9 0.338
H 1.6024 1.5256 7.0360 0.8 -0.1 -0.7 0.311
H 2.7944 2.9449 5.2526 0.1 -1.1 0.0 0.401
H 1.5544 1.9403 4.4985 0.6 -0.5 0.7 -0.131
H 4.3478 2.9901 3.4458 0.2 -0.5 0.3 0.448
H 2.9622 2.3218 2.6000 1.0 -0.5 0.2 -0.079
H 4.5578 1.4069 2.5701 0.2 0.0 -0.3 0.359
C -3.7850 4.4006 0.8582 0.0 -1.3 0.4 -0.281
O -4.9555 4.0240 1.5685 0.7 0.0 0.1 -0.170
C -6.1013 4.2607 0.7970 -1.0 -1.8 0.6 -0.408
C -7.3137 3.7022 1.5641 0.0 -1.1 -0.1 -1.137
N -7.1577 2.2203 1.8260 1.0 0.9 0.1 -0.157
C -8.3390 1.3588 1.9089 -0.2 0.1 0.1 -0.777
C -8.9570 1.1435 0.5262 -1.7 -1.1 1.2 -0.391
O -9.6095 2.2915 0.0494 0.4 0.2 0.6 -0.283
C -10.6019 2.1530 -0.9456 1.0 0.5 -0.7 -0.836
H -2.8735 4.0922 1.3657 -0.2 -0.1 0.5 -0.334
H -3.7099 5.4367 0.6734 -0.1 1.5 -0.1 0.580
H -3.7849 3.8887 -0.0805 0.1 -0.3 -0.9 0.113
H -6.1025 3.6782 -0.1567 0.4 0.6 0.3 0.111
H -6.1979 5.3138 0.6317 -0.3 0.8 -0.4 0.534
H -8.2011 3.8582 0.9706 -0.2 -0.1 -0.3 0.473
H -7.5001 4.2228 2.4876 0.2 0.4 0.6 0.361
H -6.5120 2.1204 2.6197 -0.6 -0.1 -0.4 0.049
H -9.1395 1.7291 2.5677 0.1 0.3 0.0 0.392
H -8.0786 0.3710 2.3720 0.2 0.8 -0.7 0.316
H -9.7422 0.3640 0.6381 0.4 0.0 0.1 0.498
H -8.2340 0.7472 -0.1375 1.0 -0.2 -1.0 0.264
H -10.8868 1.1266 -1.2445 0.3 0.4 0.4 0.331
H -10.1952 2.7242 -1.7966 -0.4 -0.6 -0.3 0.271
H -11.4419 2.7153 -0.5965 -0.9 0.0 0.2 0.266
C 9.2327 6.1590 1.4513 1.3 1.3 -0.9 -0.755
O 8.1317 5.3401 1.3200 -1.5 -0.2 1.6 -0.261
C 7.9289 4.7240 0.0954 1.1 -0.3 -1.3 -0.875
C 6.5832 4.0658 -0.0193 -0.6 -0.9 -0.7 -0.231
N 5.5574 5.0883 0.1489 -0.3 -0.5 -0.2 -0.266
C 4.2526 4.6681 -0.3581 1.3 -0.6 0.3 -0.540
C 3.2496 5.7328 -0.1330 -1.3 0.5 -2.2 -0.081
O 3.1868 5.9521 1.2148 0.6 0.6 1.9 -0.192
C 2.5475 7.1217 1.6600 -0.4 0.3 -2.0 -0.944
H 9.3891 6.6480 2.4589 -0.8 -1.0 -0.9 0.208
H 9.1550 6.9824 0.7009 0.2 -0.2 0.4 0.322
H 10.1507 5.6019 1.1969 0.0 0.1 0.2 0.297
H 8.7596 4.0484 -0.1077 0.1 -0.7 0.2 0.513
H 8.0106 5.3914 -0.7709 -0.2 0.7 0.3 0.345
H 6.4561 3.1659 0.6368 0.1 0.7 0.0 0.201
H 6.4643 3.6183 -1.0645 0.4 0.8 1.1 0.277
H 5.4391 5.2785 1.1375 0.1 0.2 0.0 0.263
H 3.9356 3.7204 0.1210 -0.1 0.3 0.0 0.063
H 4.3233 4.4650 -1.4228 0.1 0.0 -0.3 0.437
H 2.2763 5.2567 -0.4674 0.5 1.0 -0.1 -0.085
H 3.5312 6.6924 -0.7597 -0.6 -1.6 1.2 0.412
H 1.4778 7.0075 1.5586 -0.6 0.0 -0.1 0.305
H 2.8330 8.0132 1.0535 0.1 -0.5 0.4 0.346
H 2.7477 7.2917 2.6785 0.6 0.1 1.2 0.293
C -2.7924 5.5953 -3.8450 0.0 -0.5 -0.2 -0.724
O -1.6835 5.0006 -4.5227 -1.1 -0.9 0.1 -0.504
C -2.0924 3.6485 -4.8114 0.3 0.5 -0.9 0.244
C -1.0625 2.8750 -5.5941 -0.2 -0.8 -0.9 -1.074
N -0.1313 2.1599 -4.6977 -0.5 0.4 -1.5 0.128
C 0.3906 1.0069 -5.4085 0.3 -1.8 0.4 -0.087
C 1.3626 1.2498 -6.5488 -0.6 1.6 0.1 -1.021
O 2.3864 2.1302 -6.1014 -0.7 0.7 -1.0 -0.402
C 3.6130 1.5439 -5.8222 0.7 -0.8 0.3 -0.369
H -2.5802 6.6476 -3.8292 0.1 0.5 0.9 0.288
H -3.1107 5.0586 -2.9084 0.9 0.8 -0.4 0.144
H -3.6406 5.5080 -4.4894 -0.8 -0.1 -0.6 0.412
H -3.0703 3.5942 -5.3423 0.5 0.7 0.1 0.484
H -2.2461 3.1637 -3.8720 0.0 -0.6 0.8 -0.314
H -0.5352 3.4415 -6.4197 -0.6 -0.1 1.0 0.266
H -1.6287 2.0770 -6.1457 0.3 0.6 0.4 0.459
H 0.6555 2.7849 -4.6158 0.5 0.2 0.7 0.055
H -0.4046 0.2868 -5.7404 0.3 0.9 0.3 0.633
H 0.9399 0.4502 -4.6569 0.3 -0.4 0.2 -0.387
H 0.8707 1.6881 -7.4229 0.0 0.4 0.1 0.395
H 1.7526 0.3491 -6.9217 0.7 -1.5 -0.2 0.512
H 3.4304 0.7102 -5.1491 0.4 -0.6 0.0 0.017
H 4.1794 2.2600 -5.2588 0.4 0.5 0.2 0.293
H 4.2612 1.2289 -6.6854 -0.9 0.2 0.4 0.294
C -1.8430 -6.5796 -1.2057 0.3 2.2 1.6 -0.557
O -2.9381 -6.8158 -0.3309 0.3 -0.4 -1.0 -0.483
C -3.2524 -5.6665 0.3662 -0.4 0.5 1.8 0.869
C -4.4720 -5.9499 1.2511 0.6 0.6 1.7 -1.650
N -5.7192 -6.3135 0.6618 -0.7 0.1 -1.5 -0.293
C -6.5047 -5.3690 -0.1881 1.7 0.9 1.8 0.350
C -7.4417 -6.1126 -1.0563 -0.3 0.5 -0.2 -0.901
O -6.7633 -6.9042 -2.0313 -1.1 -0.2 0.6 -0.366
C -5.8402 -6.2411 -2.8379 1.6 0.0 0.4 -0.309
H -0.8645 -6.6541 -0.6812 -0.5 0.1 0.0 0.180
H -1.9160 -5.5099 -1.5939 0.1 -1.4 -0.1 0.176
H -1.8539 -7.3362 -1.9142 -0.1 -1.1 -1.7 0.482
H -3.4521 -4.7988 -0.2670 0.1 0.0 -0.4 0.113
H -2.3889 -5.4100 1.0306 -0.5 0.2 -0.2 -0.112
H -4.5829 -5.1863 2.0444 -0.1 0.3 -0.7 0.415
H -4.2536 -6.8001 1.8899 0.5 -0.4 -0.1 0.489
H -5.4750 -7.1216 0.1077 -0.5 -0.3 -0.4 0.411
H -5.8980 -4.6635 -0.8112 -0.1 -0.5 0.4 -0.094
H -7.0554 -4.7274 0.5330 0.0 -0.3 -0.5 0.175
H -8.0903 -5.3135 -1.4887 0.1 -0.8 -0.3 0.351
H -8.0309 -6.7628 -0.3967 0.0 -0.2 -0.6 0.378
H -4.9048 -5.9560 -2.2470 -1.1 0.1 -0.7 -0.018
H -6.2669 -5.3897 -3.3864 0.1 0.0 0.2 0.262
H -5.4793 -6.9820 -3.5544 -0.2 0.1 -0.1 0.268
C -3.4261 -2.0075 0.9391 -0.2 0.1 0.6 0.538
O -2.2609 -1.2368 0.6731 0.5 0.7 0.6 0.314
C -2.3829 0.2027 1.0752 -2.3 -2.9 -0.7 2.798
C -1.0557 0.5794 1.4729 3.1 0.5 -1.1 -0.746
N -0.1765 0.5341 0.1964 -1.2 1.2 1.9 1.070
C 1.1010 1.2007 0.4546 0.3 -0.6 0.5 0.115
C 1.5494 2.0863 -0.6593 -1.1 0.2 -0.3 1.159
O 1.7436 1.3725 -1.8905 0.8 -0.2 0.6 0.646
C 3.1396 1.0968 -1.9366 0.3 -0.6 0.1 -0.526
H -4.2073 -1.3953 1.4305 0.4 -0.4 -0.7 -0.682
H -3.2900 -2.8994 1.6094 0.5 0.7 -0.5 -0.333
H -3.7086 -2.3432 -0.0451 -1.0 -0.4 0.0 -0.014
H -3.0505 0.0986 1.9374 -0.1 1.0 -0.3 -1.113
H -2.8446 0.7082 0.1880 0.4 0.1 1.1 -0.574
H -0.6412 -0.1719 2.1798 -0.3 0.5 -0.1 -0.566
H -0.9524 1.5857 1.9004 -0.3 -0.2 -0.2 0.069
H 0.0006 -0.4356 0.0547 0.1 -0.8 -0.4 -0.210
H 1.8453 0.4162 0.6123 0.3 0.1 0.2 0.330
H 1.0508 1.8376 1.3556 0.0 -0.5 -0.4 -0.434
H 2.4801 2.5240 -0.3144 0.1 0.4 -0.3 -1.058
H 0.7909 2.8468 -0.8588 0.3 0.0 0.1 -0.884
H 3.6479 2.0561 -2.1110 0.3 -0.5 0.1 0.326
H 3.3636 0.3618 -2.6827 -0.2 0.0 -1.1 -0.603
H 3.5109 0.5215 -1.0596 -0.3 0.9 0.1 0.274
C 5.6383 -1.5763 -2.3450 1.0 -0.6 0.6 -0.653
O 5.5837 -2.8567 -3.0156 0.1 1.5 0.1 -0.050
C 6.3126 -3.8167 -2.2806 1.7 0.2 0.0 -0.863
C 6.8640 -4.8813 -3.2058 -1.4 -2.2 1.5 -0.635
N 7.7792 -4.3623 -4.1670 0.4 1.5 0.4 -0.356
C 7.9553 -5.2283 -5.3176 -0.9 0.5 0.6 -0.687
C 9.0785 -4.8053 -6.2160 0.5 0.1 -0.1 -0.357
O 9.2511 -5.7629 -7.2541 0.9 0.8 -0.3 -0.302
C 10.2151 -5.2198 -8.1750 0.1 -0.8 0.5 -0.740
H 5.2436 -1.6877 -1.3358 -0.4 0.1 0.0 0.244
H 5.1595 -0.7662 -2.8684 -0.7 -0.3 -0.5 0.055
H 6.6755 -1.2217 -2.2124 0.0 -0.4 -0.2 0.410
H 5.7692 -4.1871 -1.4354 -0.7 -0.6 0.2 0.541
H 7.2199 -3.4024 -1.8173 -0.1 0.7 -0.2 0.396
H 5.9646 -5.3589 -3.6654 0.4 0.0 -0.1 0.338
H 7.3143 -5.6931 -2.5283 -0.4 1.1 -1.0 0.267
H 7.3296 -3.4788 -4.4217 0.5 -0.2 -0.4 0.257
H 6.9783 -5.1954 -5.8197 0.3 -0.7 -0.6 0.294
H 8.1432 -6.1957 -4.8988 0.1 -0.9 -0.1 0.373
H 10.0650 -4.6914 -5.6766 -1.1 0.1 -0.2 0.324
H 8.7845 -3.8483 -6.6697 0.3 0.2 0.1 0.257
H 11.1211 -4.8195 -7.6991 -0.1 -0.4 0.5 0.300
H 9.8182 -4.3477 -8.6678 -0.5 0.1 -0.7 0.317
H 10.5361 -6.0284 -8.8419 -0.4 0.4 -0.1 0.257
O -1.4301 1.5093 -2.0750 1.0 -0.5 0.2 1.397
H -1.0339 1.0382 -1.2450 -0.3 0.6 -0.8 -0.118
H -0.7472 1.4131 -2.7974 -0.9 0.5 0.6 -0.296
O -4.9069 -1.4154 -2.6595 -0.1 -0.1 1.2 -0.606
H -4.8631 -0.4960 -2.3799 0.0 0.4 0.6 0.287
H -4.7162 -1.3114 -3.5684 0.2 -0.2 -1.8 0.248
O 0.6656 -1.2178 -2.1070 2.2 1.3 0.1 -0.508
H 0.8825 -0.2377 -2.1942 -0.6 -1.4 0.2 -0.084
H -0.2370 -1.4061 -2.3038 -1.5 -0.1 -0.3 0.230
O -1.2191 4.4008 -0.8960 -0.9 -2.4 -0.4 -0.450
H -0.6420 4.6884 -1.6030 0.6 0.3 -0.4 0.077
H -1.2914 3.3946 -1.0860 0.0 2.0 0.2 0.164
O 2.8599 -2.3005 -0.6802 -0.9 0.2 0.1 -0.219
H 2.8375 -2.4955 0.2712 -0.2 0.1 -0.2 0.131
H 1.9250 -2.0467 -0.9191 1.1 -0.3 0.1 0.136
O 2.8624 -2.1360 -4.3315 -2.6 1.3 -1.0 -0.686
H 2.2080 -2.0082 -3.6158 0.7 -0.3 -0.2 0.307
H 3.6550 -2.4808 -4.0085 1.9 -1.0 1.3 0.304
O -5.4785 0.7835 -0.0268 0.0 -0.1 -0.1 0.041
H -5.1609 1.2795 -0.7934 0.2 0.0 0.0 0.106
H -5.9253 1.4261 0.5589 -0.3 0.0 0.2 -0.067
O 0.8232 5.2332 -3.2474 -1.8 0.1 -0.8 -0.509
H -0.0088 5.4594 -3.7733 1.2 -0.8 0.7 0.330
H 1.2297 6.0835 -3.1115 0.4 0.4 0.2 0.283
O -6.7485 -2.9563 3.1189 -0.5 0.0 0.1 -0.584
H -7.6503 -2.8790 3.4682 0.4 -0.1 -0.2 0.282
H -6.8198 -2.7201 2.1815 0.2 0.2 0.0 0.268
O -4.2178 1.6776 -2.3298 0.1 -0.3 0.1 -0.445
H -3.2684 1.7120 -2.5487 0.4 -0.2 0.4 -0.125
H -4.6792 2.0958 -3.0445 -0.4 0.4 -0.6 0.173
O -2.0448 -2.2533 -2.0767 1.4 -0.8 -1.5 -0.709
H -2.0980 -2.0616 -1.1671 0.1 0.6 2.2 0.241
H -2.8974 -2.0233 -2.3982 -1.4 0.3 -0.6 0.309
O 0.1326 3.7863 1.2707 -0.2 -0.1 0.2 0.616
H -0.5807 4.2423 0.7943 0.3 0.0 -0.3 -0.133
H 0.4457 4.3982 1.9265 0.1 0.5 0.6 -0.109
O -6.2084 -1.8361 0.4462 -0.8 -0.2 -0.2 -0.078
H -6.4835 -2.3605 -0.3117 0.0 -0.1 0.0 0.253
H -6.0912 -0.9413 0.0783 0.2 0.2 0.3 -0.047
```
Positions in Å, forces in eV/Å.